DFT (ωB97M-V/def2-TZVPD) results for the molecule C14H13N5O2 at a distorted geometry.

DFT total energy ... -965.611775 a.u.
LUMO ... 0.1 eV
Total charge ... 0

XYZ file:
```
34
C14H13N5O2 (ωB97M-V/def2-TZVPD)
C -6.5890 -2.1838 0.0079
C -6.2120 -0.7145 0.0040
O -4.7888 -0.6150 0.0034
C -4.2842 0.6258 -0.0017
O -4.9743 1.6187 -0.0054
C -2.8057 0.6398 -0.0019
C -2.0478 -0.5294 -0.0019
C -0.6696 -0.4768 -0.0020
C -0.0205 0.7578 -0.0018
N 1.3602 0.8915 -0.0012
C 2.3430 -0.0598 -0.0017
N 2.0534 -1.3558 -0.0052
C 3.0415 -2.2446 -0.0058
N 4.3334 -2.0254 -0.0032
C 4.6647 -0.7347 0.0005
N 5.9152 -0.1899 0.0040
C 5.7351 1.0925 0.0069
N 4.4245 1.4682 0.0055
C 3.6970 0.3030 0.0014
C -0.7799 1.9321 -0.0019
C -2.1547 1.8726 -0.0021
H -6.1866 -2.6757 -0.8736
H -6.1865 -2.6711 0.8919
H -7.6705 -2.2833 0.0082
H -6.6029 -0.2034 -0.8834
H -6.6024 -0.1989 0.8890
H -2.5491 -1.4841 -0.0019
H -0.0784 -1.3766 -0.0022
H 1.6836 1.8491 0.0003
H 2.7267 -3.2793 -0.0088
H 6.5324 1.8101 0.0101
H 4.0777 2.4131 0.0074
H -0.2825 2.8928 -0.0019
H -2.7503 2.7727 -0.0022
```


DFT (ωB97M-V/def2-TZVPD) results for C14H13NPdS as an isolated structure at a distorted geometry.

Multiplicity ... 3
DFT total energy ... -1121.937457 a.u.
Expectation value of S² ... 2.007
LUMO (spin up / spin down) ... -0.4 / -0.5 eV
Total charge ... 0

XYZ file:
```
30
C14H13NPdS (ωB97M-V/def2-TZVPD)
Pd 0.0321 -0.6888 -1.1177
C 0.0100 -1.0387 -4.3083
H 0.6310 -0.9994 -3.3654
H 0.5254 -1.6076 -5.1090
H -0.0361 -0.0260 -4.6761
H -1.0977 -1.1510 -4.2160
H -1.5999 -0.4439 -0.6495
S -0.0655 0.9518 2.9398
C -0.6366 -0.7685 2.9705
C -0.9080 -1.6094 4.0206
C -1.2819 -2.9408 3.7257
C -1.3829 -3.4725 2.4197
C -1.0858 -2.6343 1.3277
C -0.7073 -1.3167 1.6836
N -0.1651 -0.3694 0.7921
C 0.1089 0.8843 1.2082
C 0.6142 1.7601 0.1860
C 1.0614 3.0732 0.4811
C 1.5643 3.8644 -0.5563
C 1.6106 3.4004 -1.8796
C 1.1504 2.0734 -2.2088
C 0.6938 1.2686 -1.1562
H -0.8123 -1.1532 4.9998
H -1.4993 -3.5692 4.5851
H -1.6844 -4.5250 2.2819
H -1.1280 -2.9701 0.2723
H 1.0147 3.3677 1.5382
H 1.9357 4.8640 -0.2792
H 2.0044 4.0781 -2.6597
H 1.1337 1.6986 -3.2508
```


DFT (ωB97M-V/def2-TZVPD) results for a 2-piece molecular cluster, C14H13O overall at a distorted geometry.

DFT total energy ... -616.131969 a.u.
LUMO (spin up / spin down) ... -7.9 / -8.1 eV
Total charge ... +1

XYZ file:
```
28
C14H13O (ωB97M-V/def2-TZVPD)
C 3.8940 1.7005 -0.4390
C -4.5761 0.9982 0.6673
C 2.9110 1.2429 -1.3160
C 4.1646 1.0013 0.7383
C -3.4883 0.6596 1.4906
C -4.5823 0.6552 -0.6934
C 2.1981 0.1031 -1.0256
C 3.4470 -0.1306 1.0445
C -2.4141 -0.0029 0.9766
C -3.5279 -0.0127 -1.2455
C 2.4454 -0.6090 0.1687
C -2.3557 -0.3608 -0.4412
C 0.8741 -2.4818 -0.2668
C 1.7115 -1.7868 0.5332
O -1.3640 -0.8971 -0.9314
H 4.4462 2.5995 -0.6691
H -5.4202 1.5238 1.0905
H 2.7122 1.7889 -2.2253
H 4.9343 1.3562 1.4056
H -3.5193 0.9332 2.5353
H -5.4360 0.9264 -1.2982
H 1.4289 -0.2352 -1.7000
H 3.6486 -0.6727 1.9560
H -1.5642 -0.2836 1.5825
H -3.5049 -0.2892 -2.2893
H 0.7014 -2.2338 -1.2982
H 0.3577 -3.3501 0.1066
H 1.8781 -2.1425 1.5433
```


DFT (ωB97M-V/def2-TZVPD) results for C14H14AlBrF6IN3O4S2 as an isolated structure.

DFT total energy ... -5516.321420 a.u.
LUMO ... -6.7 eV
Total charge ... +2

XYZ file:
```
46
C14H14AlBrF6IN3O4S2 (ωB97M-V/def2-TZVPD)
Al -0.2799 -0.5263 1.7607
F -3.0024 -4.7446 3.5929
C -2.9928 -3.4433 3.5186
F -4.1133 -2.9763 3.0264
F -2.7003 -2.8844 4.6773
S -1.6343 -2.9228 2.3349
O -1.5947 -1.4041 2.5307
O -1.8926 -3.2460 0.9787
N -0.3511 -3.5258 2.9886
S 1.0912 -3.0833 2.6026
O 1.0045 -1.6839 1.9813
O 2.0536 -3.2081 3.6149
C 1.6057 -4.0688 1.0927
F 1.4338 -5.3399 1.3310
F 0.8281 -3.6691 0.0835
F 2.8610 -3.7889 0.8281
Br 2.9840 2.6949 2.3070
C 1.4906 3.8281 2.1226
C 1.6491 5.1196 1.6369
C 0.5488 5.9510 1.4901
C -0.7259 5.5101 1.8163
C -0.9100 4.2252 2.3047
C 0.2050 3.4275 2.4454
I -0.1049 1.4593 3.3757
H 2.6425 5.4622 1.3822
H 0.6937 6.9567 1.1195
H -1.5836 6.1584 1.7050
H -1.8926 3.8705 2.5847
N -0.4830 -0.4305 -0.0487
C -0.4307 -0.6242 -1.2013
N -0.3904 -0.8233 -2.4492
C 0.7577 -1.5349 -3.0697
C 1.5503 -0.5579 -3.9662
C 0.9056 0.8311 -3.9926
C -0.5797 0.7474 -4.3534
C -1.3421 -0.2026 -3.4021
H 0.3339 -2.3568 -3.6457
H 1.3729 -1.9586 -2.2791
H 1.5840 -0.9539 -4.9808
H 2.5769 -0.4790 -3.6121
H 1.4198 1.4469 -4.7285
H 1.0344 1.3283 -3.0266
H -0.6735 0.3853 -5.3768
H -1.0237 1.7405 -4.3152
H -1.8113 -1.0194 -3.9491
H -2.1140 0.3136 -2.8359
```


The highest total charge belongs to which entry?
C14H14AlBrF6IN3O4S2


Which value of DFT total energy does entry 4 give?
-5516.321420 a.u.


The lowest DFT total energy belongs to which entry?
C14H14AlBrF6IN3O4S2